2 unconnected molecules or ions with the total composition C3H3N3O4, computed with ωB97M-V/def2-TZVPD.

For the frontier orbital gap (alpha / beta), the calculation gives 0.250 / 0.296 Eh. The calculation puts the relative energy (zero: lowest compared OMol25 entry of this formula, charge and spin) at 932.6 kJ/mol. The HOMO energy (alpha / beta) is -11.38 / -11.94 eV.

Each line ends with the Mulliken charge.
Element x y z (Å)
C1 0.438 -1.929 -1.225  0.15
C2 -1.360 0.452 0.173  -1.12
C3 0.118 0.300 0.261  0.14
N1 0.327 -2.671 -2.060  -0.24
N2 0.746 -0.167 1.514  0.97
N3 0.851 0.849 -0.803  1.04
O1 1.818 0.224 1.849  -0.49
O2 0.053 -0.981 2.107  -0.51
O3 0.210 1.434 -1.652  -0.57
O4 2.075 0.964 -0.644  -0.51
H1 -2.039 -0.421 0.330  0.31
H2 -1.562 0.786 -0.789  0.47
H3 -1.675 1.161 0.939  0.37

Cartesian forces, eV/Å:
C 0.241 3.869 4.026
C -0.127 -1.179 1.685
C -2.212 -2.684 -0.176
N -0.418 -3.023 -3.340
N -0.607 -0.927 -0.010
N 2.816 2.838 0.341
O 0.658 0.575 0.209
O 0.003 0.408 -0.292
O 0.098 -0.465 -0.658
O -1.180 -0.826 -0.592
H 1.235 0.167 0.219
H -0.494 0.913 -1.435
H -0.012 0.336 0.023